[1]
Here is a cluster of 9 separate species, C27H63N9O9 in total at a distorted geometry from the OMol25 dataset. Energies are from ωB97M-V/def2-TZVPD.

Atoms and positions in Å:
1 C -1.714 4.964 -0.761
2 C -0.529 4.592 -1.815
3 O 0.328 3.799 -1.619
4 N -0.702 5.226 -2.967
5 C 0.341 5.048 -4.040
6 H -1.329 5.792 -0.242
7 H -1.706 4.052 -0.354
8 H -2.565 5.263 -1.293
9 H -1.395 6.010 -3.170
10 H 0.088 5.568 -4.943
11 H 0.639 3.871 -4.321
12 H 1.245 5.324 -3.592
13 C -3.140 0.316 0.911
14 C -4.522 0.910 0.688
15 O -4.862 2.009 0.893
16 N -5.375 0.241 -0.062
17 C -6.669 0.713 -0.516
18 H -3.461 -0.588 1.470
19 H -2.635 1.128 1.409
20 H -2.670 -0.007 -0.011
21 H -5.062 -0.667 -0.679
22 H -7.233 1.095 0.181
23 H -7.257 -0.065 -1.116
24 H -6.454 1.443 -1.271
25 C -0.616 -1.737 1.883
26 C 0.023 -0.759 0.922
27 O -0.063 -0.970 -0.222
28 N 0.595 0.340 1.467
29 C 0.990 1.402 0.552
30 H 0.213 -2.079 2.470
31 H -0.881 -2.691 1.350
32 H -1.372 -1.068 2.553
33 H 0.642 0.557 2.353
34 H 1.211 2.372 1.189
35 H 0.329 1.700 -0.260
36 H 1.928 1.247 0.049
37 C 2.752 -1.068 -2.011
38 C 4.163 -0.915 -2.440
39 O 4.971 -0.397 -1.676
40 N 4.373 -0.850 -3.846
41 C 5.692 -0.542 -4.354
42 H 2.835 -1.222 -0.957
43 H 2.430 -1.918 -2.472
44 H 2.216 -0.275 -2.065
45 H 3.543 -1.086 -4.272
46 H 5.527 -0.241 -5.362
47 H 6.597 -1.411 -4.445
48 H 5.984 0.248 -3.628
49 C -2.022 -8.721 1.094
50 C -2.613 -7.536 1.805
51 O -3.785 -7.192 1.738
52 N -1.728 -6.778 2.471
53 C -2.018 -5.616 3.407
54 H -1.038 -8.463 0.567
55 H -2.780 -8.993 0.352
56 H -1.820 -9.598 1.911
57 H -0.676 -7.276 2.503
58 H -2.378 -4.732 2.858
59 H -1.113 -5.145 3.866
60 H -2.812 -5.988 4.048
61 C -0.975 3.143 3.327
62 C -0.933 1.788 3.865
63 O -2.065 1.197 4.099
64 N 0.267 1.265 4.265
65 C 0.270 -0.078 4.843
66 H -1.415 3.861 4.094
67 H -1.519 3.313 2.310
68 H 0.028 3.420 2.913
69 H 1.019 2.020 4.346
70 H 1.079 -0.555 4.619
71 H -0.605 -0.735 4.740
72 H 0.481 -0.070 5.940
73 C 4.557 0.227 2.678
74 C 4.376 -1.242 2.132
75 O 5.284 -1.988 2.051
76 N 3.115 -1.523 1.652
77 C 2.751 -2.878 1.237
78 H 5.714 0.357 2.735
79 H 4.054 0.501 3.418
80 H 4.174 0.896 2.056
81 H 2.386 -0.658 1.414
82 H 2.695 -3.528 2.045
83 H 3.658 -3.310 0.697
84 H 1.787 -2.860 0.690
85 C 2.932 6.193 0.101
86 C 3.750 4.916 -0.318
87 O 4.962 4.905 -0.091
88 N 3.109 3.976 -1.111
89 C 3.725 2.799 -1.584
90 H 2.992 7.046 -0.606
91 H 3.321 6.630 0.978
92 H 1.927 5.819 0.307
93 H 2.048 4.143 -1.461
94 H 3.879 2.033 -0.654
95 H 4.607 3.151 -2.256
96 H 2.877 2.299 -2.181
97 C -5.324 -2.312 -3.934
98 C -4.247 -2.101 -2.986
99 O -4.449 -1.711 -1.944
100 N -2.991 -2.183 -3.409
101 C -1.828 -1.975 -2.665
102 H -6.351 -2.270 -3.689
103 H -5.250 -3.196 -4.504
104 H -5.135 -1.587 -4.583
105 H -2.819 -2.360 -4.430
106 H -1.992 -2.115 -1.694
107 H -1.538 -0.921 -2.729
108 H -1.049 -2.375 -2.902

As for the SMILES: CNC(C)=O.CNC(C)=O.CNC(C)=O.CNC(C)=O.CNC(C)=O.CNC(C)=O.CNC(C)=O.CNC(C)=O.CNC(C)=O. The calculation puts the energy relative to the best compared isomer or geometry (same formula, charge and spin) at 14.130 eV. The molar mass comes out at 657.9 Da. Its HOMO energy is -8.351 eV. The calculation puts the max |F| at 10.7 eV/A. Its net charge is 0.


[2]
Here is a structure of composition C42H32Cl4N4O9P2Sc from the OMol25 dataset. Energies are from ωB97M-V/def2-TZVPD.

Atoms and positions in Å:
1 Sc 1.177 -0.775 0.058
2 Cl 2.926 -0.449 6.739
3 C 2.645 -1.024 5.131
4 C 2.929 -2.339 4.796
5 Cl 3.565 -3.423 5.984
6 C 2.704 -2.798 3.494
7 Cl 3.069 -4.424 3.031
8 C 2.172 -1.944 2.534
9 O 1.938 -2.267 1.286
10 C 1.878 -0.605 2.882
11 O 1.407 0.143 1.894
12 C 2.126 -0.153 4.165
13 Cl 1.807 1.510 4.527
14 N -1.456 2.843 -0.399
15 P -0.662 1.691 0.639
16 C -0.250 2.884 1.957
17 C -0.934 2.997 3.158
18 C -0.566 3.962 4.084
19 C 0.493 4.816 3.822
20 C 1.195 4.697 2.629
21 C 0.828 3.732 1.708
22 C -2.101 0.791 1.337
23 C -3.357 1.380 1.476
24 C -4.428 0.649 1.957
25 C -4.260 -0.683 2.318
26 C -3.015 -1.279 2.191
27 C -1.948 -0.539 1.701
28 P -1.771 2.498 -2.086
29 C -3.364 1.607 -1.955
30 C -3.276 0.226 -1.784
31 C -4.420 -0.536 -1.605
32 C -5.665 0.074 -1.633
33 C -5.765 1.443 -1.830
34 C -4.620 2.207 -1.981
35 C -2.363 4.174 -2.542
36 C -2.241 4.552 -3.876
37 C -2.671 5.799 -4.302
38 C -3.208 6.695 -3.392
39 C -3.322 6.335 -2.056
40 C -2.907 5.082 -1.636
41 H -0.946 3.721 -0.351
42 H -1.748 2.321 3.387
43 H -1.102 4.034 5.021
44 H 0.782 5.563 4.549
45 H 2.039 5.342 2.425
46 H 1.401 3.621 0.794
47 H -3.493 2.407 1.161
48 H -5.403 1.113 2.038
49 H -5.100 -1.257 2.686
50 H -2.871 -2.318 2.455
51 H -0.982 -1.045 1.629
52 H -2.300 -0.256 -1.776
53 H -4.334 -1.600 -1.445
54 H -6.561 -0.519 -1.499
55 H -6.736 1.920 -1.857
56 H -4.707 3.277 -2.127
57 H -1.804 3.859 -4.583
58 H -2.574 6.075 -5.344
59 H -3.534 7.673 -3.719
60 H -3.740 7.030 -1.341
61 H -3.006 4.798 -0.598
62 O 0.681 -7.533 -4.195
63 N 1.567 -6.743 -3.928
64 O 2.709 -6.823 -4.333
65 C 1.230 -5.624 -3.065
66 C 2.197 -4.694 -2.749
67 C 1.877 -3.619 -1.940
68 C 0.555 -3.409 -1.404
69 O 0.206 -2.469 -0.650
70 C -0.376 -4.432 -1.797
71 C -0.065 -5.509 -2.578
72 N -1.768 -4.336 -1.354
73 O -2.252 -3.233 -1.231
74 O -2.362 -5.380 -1.174
75 N 2.993 -2.711 -1.682
76 O 4.082 -3.014 -2.119
77 O 2.822 -1.658 -1.064
78 H 3.201 -4.801 -3.130
79 H -0.817 -6.248 -2.816
80 C 0.819 0.645 -5.414
81 C 0.150 -0.431 -4.547
82 C -1.370 -0.353 -4.727
83 C 0.646 -1.818 -4.985
84 C 0.512 -0.200 -3.143
85 C 0.811 0.014 -1.982
86 H 0.584 0.480 -6.467
87 H 1.901 0.621 -5.289
88 H 0.467 1.634 -5.126
89 H -1.619 -0.453 -5.786
90 H -1.756 0.601 -4.362
91 H -1.871 -1.153 -4.179
92 H 0.373 -2.006 -6.026
93 H 0.198 -2.600 -4.368
94 H 1.730 -1.887 -4.894

The molar mass comes out at 985.5 Da. Its HOMO energy is -5.076 eV. The calculation puts the max |F| at 0.6 eV/A. Its net charge is -1.


[3]
Here is a structure of composition C37H30OP2PdS3 from the OMol25 dataset. Energies are from ωB97M-V/def2-TZVPD.

Atoms and positions in Å:
1 Pd -0.554 -1.237 -0.736
2 S 1.797 -1.143 -1.220
3 P 1.400 0.756 -0.633
4 C -0.120 0.566 0.068
5 P -1.680 1.193 0.009
6 S -2.776 -0.499 -0.240
7 C -2.148 2.086 1.511
8 C -3.486 2.214 1.870
9 C -3.831 2.924 3.010
10 C -2.840 3.506 3.792
11 C -1.505 3.374 3.438
12 C -1.158 2.660 2.299
13 C -2.012 2.384 -1.325
14 C -1.864 1.941 -2.640
15 C -2.018 2.822 -3.694
16 C -2.325 4.156 -3.447
17 C -2.475 4.602 -2.144
18 C -2.316 3.719 -1.083
19 C 2.630 1.366 0.550
20 C 3.802 1.991 0.133
21 C 4.750 2.383 1.067
22 C 4.530 2.153 2.418
23 C 3.364 1.525 2.837
24 C 2.417 1.128 1.906
25 C 1.507 1.930 -2.013
26 C 1.715 1.506 -3.319
27 C 1.700 2.429 -4.358
28 C 1.466 3.769 -4.095
29 C 1.247 4.196 -2.791
30 C 1.271 3.280 -1.753
31 H -4.253 1.748 1.262
32 H -4.871 3.020 3.292
33 H -3.111 4.057 4.683
34 H -0.733 3.820 4.052
35 H -0.117 2.532 2.024
36 H -1.625 0.899 -2.826
37 H -1.896 2.472 -4.711
38 H -2.447 4.845 -4.273
39 H -2.716 5.640 -1.949
40 H -2.433 4.077 -0.068
41 H 3.971 2.177 -0.921
42 H 5.659 2.872 0.741
43 H 5.268 2.465 3.146
44 H 3.195 1.343 3.891
45 H 1.504 0.627 2.208
46 H 1.885 0.454 -3.512
47 H 1.868 2.096 -5.375
48 H 1.449 4.486 -4.907
49 H 1.051 5.240 -2.584
50 H 1.100 3.616 -0.735
51 O -0.991 -3.347 -1.339
52 S -1.502 -4.031 -0.086
53 C -1.119 -5.755 -0.349
54 C -1.477 -6.679 0.624
55 C -1.188 -8.017 0.419
56 C -0.557 -8.420 -0.753
57 C -0.217 -7.487 -1.721
58 C -0.500 -6.141 -1.525
59 C -0.320 -3.669 1.200
60 C -0.745 -2.801 2.196
61 C 0.171 -2.355 3.138
62 C 1.493 -2.769 3.062
63 C 1.907 -3.634 2.055
64 C 0.999 -4.092 1.118
65 H -1.968 -6.354 1.534
66 H -1.457 -8.747 1.170
67 H -0.336 -9.468 -0.911
68 H 0.268 -7.805 -2.634
69 H -0.255 -5.390 -2.264
70 H -1.767 -2.444 2.203
71 H -0.144 -1.667 3.911
72 H 2.212 -2.407 3.786
73 H 2.943 -3.941 1.996
74 H 1.314 -4.747 0.316

The molar mass comes out at 755.2 Da. Its HOMO energy is -7.060 eV. The calculation puts the max |F| at 0.1 eV/A. Its net charge is 0.


[4]
Here is an isolated molecule of C2H2Cl2O2 at a distorted geometry from the OMol25 dataset. Energies are from ωB97M-V/def2-TZVPD.

Atoms and positions in Å:
1 C -0.653 -0.952 0.054
2 C 0.182 0.195 -0.460
3 H -1.094 -2.646 -0.369
4 H 0.356 0.117 -1.564
5 O -0.550 -1.953 -0.792
6 O -1.345 -0.938 1.049
7 Cl -0.600 1.705 -0.239
8 Cl 1.702 0.071 0.375

As for the SMILES: O=C(O)C(Cl)Cl. The calculation puts the energy relative to the best compared isomer or geometry (same formula, charge and spin) at 0.660 eV. The molar mass comes out at 128.9 Da. Its HOMO energy is -11.025 eV. The calculation puts the max |F| at 1.9 eV/A. Its net charge is 0.


| no. | lowest unoccupied orbital energy (eV) |
| --- | --- |
| 1 | 0.192 |
| 2 | 0.945 |
| 3 | 0.552 |
| 4 | 0.542 |